Computed, not measured: 4 unconnected molecules or ions with the total composition CH10O3, with ωB97M-V/def2-TZVPD.

The geometry in XYZ format:
```
14
Properties=species:S:1:pos:R:3:forces:R:3:mulliken_charge:R:1
C 1.939 -0.541 0.150 0.6 0.1 0.1 -0.704
H 0.934 -0.561 0.556 0.0 0.6 -0.1 -0.068
H 2.268 -1.574 0.225 0.4 0.0 -0.2 0.261
H 2.647 0.116 0.664 -0.3 -0.2 0.4 0.298
H 1.990 -0.184 -0.875 -0.4 -0.3 -0.2 0.206
O -1.617 0.619 -2.619 0.3 0.0 0.5 -0.650
H -2.044 0.933 -1.812 0.0 0.1 -0.2 0.314
H -0.682 0.596 -2.361 -0.3 -0.1 -0.2 0.326
O -0.639 1.698 1.857 -0.2 0.4 0.0 -0.633
H -0.399 0.769 1.831 0.3 0.1 -0.1 0.311
H 0.168 2.227 1.792 -0.1 -0.5 0.0 0.317
O -1.146 -1.392 0.077 -0.3 0.1 0.1 -0.594
H -1.487 -1.482 0.973 0.0 -0.1 0.0 0.306
H -1.932 -1.224 -0.458 0.1 0.0 -0.1 0.310
```
Positions in Å, forces in eV/Å.

Results
net charge	0
total energy	-7341.45627	eV
SMILES	C.O.O.O
M	70.09	g mol⁻¹

---

Computed, not measured: 4 unconnected molecules or ions with the total composition CH10O3S in a non-equilibrium geometry, with ωB97M-V/def2-TZVPD.

The geometry in XYZ format:
```
15
Properties=species:S:1:pos:R:3:forces:R:3:mulliken_charge:R:1
C -1.429 1.013 -0.373 -2.1 -2.1 -0.2 -1.763
S -1.362 1.603 1.352 0.4 0.6 -0.1 -0.268
H -0.915 1.716 -0.932 1.5 1.7 -0.6 -0.056
H -0.990 -0.003 -0.679 -0.6 0.9 0.9 0.652
H -2.441 1.134 -0.862 0.6 -0.6 1.0 0.599
H -1.774 0.635 2.203 -0.1 -0.5 -0.8 0.134
H 0.530 1.566 -2.042 2.1 -0.7 -0.6 0.443
H 1.542 0.446 -2.342 0.1 -2.7 0.2 0.334
O 1.476 1.363 -2.333 -2.0 3.4 0.3 -0.827
H 0.734 -2.575 1.441 1.5 -2.0 -5.0 0.412
H -0.682 -2.093 2.148 2.0 -0.6 -1.1 0.525
O 0.314 -2.241 2.139 -3.5 2.6 6.1 -1.199
H 0.986 -0.961 -0.354 1.8 0.0 0.8 0.276
H 2.041 -0.632 0.719 0.1 2.5 5.8 0.330
O 1.970 -0.971 -0.084 -1.8 -2.7 -6.7 -0.593
```
Positions in Å, forces in eV/Å.

Results
net charge	-1
total energy	-18174.73122	eV
multiplicity	2
M	102.15	g mol⁻¹

---

Computed, not measured: a molecular structure, CH10O3S in a non-equilibrium geometry, with ωB97M-V/def2-TZVPD.

The geometry in XYZ format:
```
15
Properties=species:S:1:pos:R:3:forces:R:3:mulliken_charge:R:1
C 0.130 -1.010 0.517 -0.3 -1.3 0.5 -0.574
S -1.548 -1.147 0.166 1.0 -0.1 0.0 0.014
H 0.413 -0.572 -0.509 0.0 0.2 -0.1 0.270
H 0.570 -0.279 1.191 -0.4 0.5 -0.2 0.428
H 0.664 -1.947 0.629 -0.2 -0.1 -0.2 0.380
H -1.266 1.390 -2.110 0.0 0.4 0.1 0.085
H -1.241 0.697 -2.343 0.0 -0.4 -0.2 -0.057
H 3.520 -0.772 0.224 0.4 -0.2 -0.1 0.222
O 2.638 -0.743 -0.145 -0.4 -0.2 0.2 -0.750
H -1.891 1.923 1.200 0.0 0.1 0.1 0.296
H -1.628 1.032 0.009 0.0 0.4 0.0 0.192
O -1.592 1.955 0.287 -0.1 0.2 0.1 -0.567
H 2.119 0.382 -0.465 0.6 0.5 0.1 0.452
H 2.109 2.018 -0.176 0.2 -0.1 0.2 0.235
O 1.575 1.323 -0.560 -0.8 0.0 -0.6 -0.627
```
Positions in Å, forces in eV/Å.

Results
net charge	0
total energy	-18169.41114	eV
M	102.15	g mol⁻¹

---

Q: What is the formula in the third record?
A: CH10O3S

---

Q: Which of these has the lowest total energy?
A: number 2

---

Q: Which formula does entry 2 have?
A: CH10O3S